1.
Density functional theory data (the ωB97M-V functional and the def2-TZVPD basis) for a 4-piece molecular cluster, C4H15NO2S overall at a distorted geometry.

## Properties
Molecular weight (g/mol): 141.2
HOMO (hartree): -0.3208
Energy (Ha): -764.5714
Relative energy (zero: lowest compared OMol25 entry of this formula, charge and spin) (kJ/mol): 658.7
Spin multiplicity: 1
LUMO (eV): -4.52

Geometry (Å):
C1 -0.46707 0.59672 1.44243
C2 -0.68926 1.35689 0.14822
C3 -1.45322 0.64744 -0.95634
S1 -3.07888 0.27177 -0.43060
C4 0.44614 -0.61445 1.36693
N1 1.85385 -0.17972 1.48394
H1 -1.38920 0.30160 1.92635
H2 0.04889 1.32859 2.07281
H3 0.25846 1.70374 -0.32221
H4 -1.17128 2.32241 0.32278
H5 -0.93326 -0.31105 -1.23730
H6 -1.49862 1.26745 -1.84872
H7 1.13457 0.16335 -1.27468
H8 0.22348 -1.20879 0.47245
H9 0.32833 -1.32563 2.18226
H10 2.53373 -0.87339 1.21540
H11 1.99960 0.60652 0.86198
H12 2.86728 0.58081 -3.16038
H13 2.52480 0.20414 -1.81150
O1 3.33122 0.33480 -2.34424
H14 -2.43302 -3.12769 -0.32869
H15 -2.46192 -1.60059 0.04989
O2 -1.97461 -2.44490 0.16922



2.
Density functional theory data (the ωB97M-V functional and the def2-TZVPD basis) for a 3-piece molecular cluster, C4H15NO2S overall at a distorted geometry.

## Properties
SMILES: CNCCCS.O.O
Molecular weight (g/mol): 141.2
HOMO (hartree): -0.3191
Energy (Ha): -764.7886
Relative energy (zero: lowest compared OMol25 entry of this formula, charge and spin) (kJ/mol): 88.5
Spin multiplicity: 1
LUMO (eV): 0.78

Geometry (Å):
C1 -1.43563 -0.80256 -0.06453
C2 -1.39513 -2.28918 -0.31458
S1 -2.62160 -2.98547 -1.45069
C3 -0.92493 -0.37153 1.32858
N1 -1.53956 0.84556 1.85874
C4 -2.90973 0.64699 2.35155
H1 -0.92597 -0.21837 -0.84642
H2 -2.43918 -0.36751 -0.16962
H3 -1.66021 -2.82700 0.58998
H4 -0.36919 -2.61069 -0.52272
H5 -2.27144 -2.31484 -2.55799
H6 -1.06287 -1.18104 2.04064
H7 0.14579 -0.19488 1.27625
H8 -1.61705 1.48653 1.08886
H9 -3.06289 -0.34253 2.75543
H10 -3.67935 0.81412 1.59093
H11 -3.08731 1.36750 3.13487
H12 5.36370 0.67240 0.01099
H13 4.96310 1.69885 -1.11005
O1 4.88364 0.78890 -0.81134
H14 4.63208 2.42658 -3.84019
H15 5.98291 2.80811 -3.21484
O2 5.03083 2.95006 -3.12386



3.
Density functional theory data (the ωB97M-V functional and the def2-TZVPD basis) for a 3-piece molecular cluster, C4H15NO3 overall at a distorted geometry.

## Properties
SMILES: CC(C)NCO.O.O
Molecular weight (g/mol): 125.2
HOMO (hartree): -0.3246
Energy (Ha): -441.8410
Relative energy (zero: lowest compared OMol25 entry of this formula, charge and spin) (kJ/mol): 107.3
Spin multiplicity: 1
LUMO (eV): 0.27

Geometry (Å):
C1 -1.70889 0.16922 -0.91908
C2 -0.83274 1.33337 -0.35899
C3 -1.01781 2.58397 -1.24932
N1 0.60989 0.97586 -0.36993
C4 1.12634 0.02428 -1.29983
O1 0.94403 -1.34844 -0.99030
H1 -1.69175 0.14918 -2.00909
H2 -1.25826 -0.77058 -0.60173
H3 -2.74209 0.23706 -0.58804
H4 -1.09829 1.37725 0.69050
H5 -1.74899 3.27155 -0.81230
H6 -0.04121 3.04102 -1.37915
H7 -1.40665 2.34652 -2.23631
H8 1.05226 0.80577 0.51948
H9 0.66912 0.19205 -2.28145
H10 2.17795 0.24423 -1.52211
H11 1.60311 -1.60595 -0.33794
H12 1.07094 -4.17787 3.52682
H13 0.58107 -3.05498 2.51057
O2 1.10753 -3.85235 2.62389
H14 1.51083 -0.30636 2.62602
H15 0.10296 -0.62546 2.24437
O3 0.99065 -1.00935 2.21393



4.
Density functional theory data (the ωB97M-V functional and the def2-TZVPD basis) for a 4-piece molecular cluster, C4H15NO3 overall at a distorted geometry.

## Properties
SMILES: C=CNCC.O.O.O
Molecular weight (g/mol): 125.2
HOMO (hartree): -0.2820
Energy (Ha): -441.7602
Relative energy (zero: lowest compared OMol25 entry of this formula, charge and spin) (kJ/mol): 319.4
Spin multiplicity: 1
LUMO (eV): 0.51

Geometry (Å):
C1 0.89537 1.26382 2.06342
C2 0.32438 0.26526 1.32505
N1 0.79850 -1.04346 1.29743
C3 1.12196 -1.88297 0.06505
C4 1.31023 -1.06334 -1.27860
H1 0.43133 2.22874 1.66965
H2 1.57472 1.07879 2.91156
H3 -0.40639 0.32587 0.42734
H4 1.43122 -1.28668 2.01995
H5 1.95955 -2.49849 0.36558
H6 0.37386 -2.80717 -0.12492
H7 1.80504 -0.00213 -1.02637
H8 2.16598 -1.55618 -1.91612
H9 0.48942 -0.62381 -1.77034
H10 -0.43481 2.08763 -1.31808
H11 0.03065 3.25347 -0.35210
O1 0.34588 2.31577 -0.70533
H12 -3.01949 0.40914 0.75986
H13 -1.76374 -0.65578 0.88211
O2 -2.66861 -0.49366 0.55414
H14 -2.44080 0.18378 -1.23248
H15 -2.45503 0.03300 -2.60868
O3 -1.86922 0.46840 -2.00811



5.
Density functional theory data (the ωB97M-V functional and the def2-TZVPD basis) for a 3-piece molecular cluster, C4H15NO3 overall at a distorted geometry.

## Properties
SMILES: C[C@H](O)[C@@H](C)N.O.O
Molecular weight (g/mol): 125.2
HOMO (hartree): -0.3460
Energy (Ha): -441.8350
Relative energy (zero: lowest compared OMol25 entry of this formula, charge and spin) (kJ/mol): 123.1
Spin multiplicity: 1
LUMO (eV): 0.67

Geometry (Å):
C1 0.47131 -0.24170 -1.04046
C2 -0.11167 0.02502 0.30312
C3 0.71483 1.01939 1.20336
C4 0.78266 0.69598 2.68408
O1 0.21887 2.34379 1.00374
N1 -0.31498 -1.25433 0.95376
H1 1.40293 -0.84186 -0.91620
H2 0.68035 0.75695 -1.49277
H3 -0.10097 -0.78848 -1.76972
H4 -1.04888 0.59322 0.12035
H5 1.69842 1.26634 0.77598
H6 1.28204 1.45138 3.28957
H7 1.19326 -0.30597 2.85552
H8 -0.21345 0.73690 3.21845
H9 -0.72240 2.48911 1.16437
H10 -0.52431 -1.14348 1.96114
H11 0.44618 -1.90834 0.84740
H12 -3.13388 -0.36864 -0.08388
H13 -1.98651 -1.42321 -0.63796
O2 -2.63544 -0.73602 -0.81224
H14 1.26514 -0.83537 -4.11297
H15 -0.07814 -1.02850 -4.67353
O3 0.71463 -0.50217 -4.84112



6.
Density functional theory data (the ωB97M-V functional and the def2-TZVPD basis) for a 2-piece molecular cluster, C4H15NSi2 overall.

## Properties
Molecular weight (g/mol): 133.3
HOMO (hartree): -0.2945
Energy (Ha): -795.0895
Relative energy (zero: lowest compared OMol25 entry of this formula, charge and spin) (kJ/mol): 242.0
Spin multiplicity: 1
LUMO (eV): 0.50

Geometry (Å):
C1 3.11606 0.95421 0.51839
C2 2.48155 -0.60958 2.19707
C3 -2.80134 -1.88931 -1.47627
C4 0.21320 1.56393 -0.65704
N1 2.01937 0.29573 1.18012
Si1 -3.83345 -0.38857 -0.95889
Si2 0.32460 0.47089 0.91913
H1 2.75316 1.66949 -0.21250
H2 3.73376 1.48939 1.24709
H3 3.75505 0.22507 0.00822
H4 1.62974 -1.07905 2.68181
H5 3.11440 -1.39103 1.76130
H6 3.07412 -0.08224 2.95402
H7 -2.86559 -2.07416 -2.54448
H8 -1.75502 -1.74459 -1.22379
H9 -3.14194 -2.78612 -0.96569
H10 0.91730 1.29587 -1.44749
H11 -0.78852 1.47435 -1.07635
H12 0.35911 2.61967 -0.41928
H13 -5.23223 -0.58708 -1.34948
H14 -3.34693 0.82508 -1.62515
H15 -3.72640 -0.25195 0.48927